Here is a structure of composition C17H12BrF6N2O9S2SeTa at a distorted geometry from OMol25. Energies are from the ωB97M-V functional and the def2-TZVPD basis.

E_LUMO: -1.983 eV
Kohn-Sham gap: 7.24 eV
HOMO energy: -0.339 Ha
energy relative to the best compared isomer or geometry (same formula, charge and spin): 2.210 eV

Geometry (Å):
Ta -0.115 0.695 0.864
O 2.878 2.342 0.380
C 2.392 1.467 -0.286
O 1.615 0.542 0.256
C 2.618 1.273 -1.775
C 3.049 -0.196 -2.002
C 3.541 -0.348 -3.451
C 2.202 -0.370 -4.210
C 1.206 -0.175 -3.056
O 1.814 -0.884 -1.987
C 1.264 1.278 -2.541
C 0.208 1.511 -1.472
O -0.600 0.587 -1.194
O 0.289 2.522 -0.760
H 3.331 2.011 -2.137
H 3.709 -0.591 -1.232
H 4.083 -1.283 -3.571
H 4.188 0.472 -3.755
H 2.029 -1.338 -4.676
H 2.133 0.409 -4.964
H 0.198 -0.550 -3.228
H 1.213 2.054 -3.303
F -2.993 1.288 -1.642
C -3.383 0.064 -1.286
F -2.591 -0.842 -1.840
F -4.610 -0.127 -1.751
S -3.379 -0.030 0.581
O -1.962 -0.104 0.948
O -4.154 -1.153 0.939
N -4.028 1.328 0.987
S -3.119 2.553 1.341
O -1.753 2.363 0.894
O -3.731 3.804 1.135
C -2.805 2.278 3.183
F -2.098 1.103 3.181
F -3.844 2.113 3.973
F -2.004 3.204 3.683
Se 0.961 2.039 2.631
C 0.544 1.365 4.285
N 0.330 0.950 5.335
Br -0.092 -5.998 2.326
C 0.061 -4.125 2.104
C -0.664 -3.274 2.921
C -0.577 -1.908 2.722
C 0.208 -1.356 1.705
C 0.946 -2.252 0.926
C 0.890 -3.622 1.119
H -1.309 -3.676 3.687
H -1.140 -1.254 3.377
H 1.585 -1.871 0.142
H 1.468 -4.285 0.493

Results of the Löwdin charge analysis, in e, for atoms 1 through 4: number 1, Ta, carries 1.753; number 2, O, carries 0.101; number 3, C, carries -0.553; number 4, O, carries -0.273

---

Here is a structure of composition C17H12BrIMnNO7S3 at a distorted geometry from OMol25. Energies are from the ωB97M-V functional and the def2-TZVPD basis.

E_LUMO (alpha / beta): 0.843 / 1.195 eV
Kohn-Sham gap (alpha / beta): 5.75 / 6.48 eV
HOMO energy (alpha / beta): -0.180 / -0.194 Ha
charge: -1
energy relative to the best compared isomer or geometry (same formula, charge and spin): 1.965 eV
2S+1: 6

Geometry (Å):
Mn -0.645 -0.224 -1.233
O 3.618 -0.393 -0.886
S 2.461 0.004 -1.646
O 2.297 -0.601 -2.936
O 1.241 -0.081 -0.771
C 2.569 1.787 -1.876
C 3.813 2.352 -1.635
C 4.003 3.722 -1.729
C 2.941 4.544 -2.058
C 1.693 3.994 -2.308
C 1.492 2.622 -2.226
S -0.214 2.117 -2.504
O -0.201 0.717 -3.010
O -0.768 3.069 -3.421
O -0.819 2.070 -1.160
H 4.623 1.691 -1.355
H 4.981 4.145 -1.536
H 3.078 5.617 -2.121
H 0.856 4.621 -2.583
O -2.465 -0.585 -1.813
N -3.104 -1.729 -1.573
C -4.440 -1.638 -1.389
C -5.199 -2.752 -1.195
C -4.550 -4.000 -1.185
C -3.200 -4.067 -1.365
C -2.406 -2.905 -1.562
S -0.731 -2.905 -1.732
H -4.816 -0.627 -1.414
H -6.265 -2.655 -1.054
H -5.120 -4.906 -1.022
H -2.673 -5.010 -1.351
Br -2.469 -0.406 4.919
C -0.586 -0.553 4.716
C 0.221 -0.583 5.849
C 1.596 -0.696 5.693
C 2.165 -0.777 4.427
C 1.358 -0.746 3.295
C 0.001 -0.633 3.484
I -1.356 -0.698 1.246
H -0.224 -0.519 6.833
H 2.228 -0.719 6.572
H 3.238 -0.864 4.318
H 1.777 -0.801 2.297

Results of the Löwdin charge analysis, in e, for atoms 1 through 4: number 1, Mn, carries 0.390; number 2, O, carries -0.318; number 3, S, carries 0.486; number 4, O, carries -0.291

---

Here is a structure of composition C17H12BrIMnNO7S3 at a distorted geometry from OMol25. Energies are from the ωB97M-V functional and the def2-TZVPD basis.

E_LUMO (alpha / beta): 1.266 / 1.824 eV
Kohn-Sham gap (alpha / beta): 6.46 / 7.01 eV
HOMO energy (alpha / beta): -0.191 / -0.191 Ha
charge: -1
energy relative to the best compared isomer or geometry (same formula, charge and spin): 2.834 eV
2S+1: 6

Geometry (Å):
Mn -0.440 0.647 -0.641
O 3.761 0.436 -1.041
S 2.527 0.947 -1.578
O 2.278 0.713 -2.972
O 1.386 0.482 -0.711
C 2.648 2.737 -1.403
C 3.924 3.235 -1.186
C 4.151 4.603 -1.224
C 3.108 5.476 -1.495
C 1.825 4.986 -1.678
C 1.592 3.622 -1.628
S -0.100 3.078 -1.479
O -0.337 1.912 -2.337
O -0.939 4.210 -1.768
O -0.139 2.641 -0.067
H 4.716 2.526 -0.996
H 5.147 4.987 -1.045
H 3.292 6.542 -1.539
H 0.983 5.644 -1.843
O -2.298 0.946 -0.389
N -3.013 0.712 0.705
C -4.351 0.695 0.530
C -5.207 0.535 1.578
C -4.667 0.376 2.863
C -3.309 0.362 3.020
C -2.423 0.506 1.925
S -0.747 0.413 2.101
H -4.663 0.827 -0.495
H -6.273 0.521 1.404
H -5.318 0.263 3.720
H -2.849 0.223 3.987
Br -1.861 -5.583 -1.622
C -0.446 -5.607 -0.349
C 0.080 -6.825 0.070
C 1.108 -6.822 1.002
C 1.607 -5.629 1.513
C 1.074 -4.416 1.086
C 0.059 -4.449 0.165
I -0.949 -1.852 -0.889
H -0.314 -7.749 -0.331
H 1.524 -7.765 1.334
H 2.409 -5.640 2.240
H 1.445 -3.469 1.462

Results of the Löwdin charge analysis, in e, for atoms 1 through 4: number 1, Mn, carries 0.425; number 2, O, carries -0.301; number 3, S, carries 0.519; number 4, O, carries -0.276

---

Here is a structure of composition C17H12Cl5IrN2O2S2 at a distorted geometry from OMol25. Energies are from the ωB97M-V functional and the def2-TZVPD basis.

E_LUMO (alpha / beta): -5.321 / -5.719 eV
Kohn-Sham gap (alpha / beta): 4.61 / 4.21 eV
HOMO energy (alpha / beta): -0.365 / -0.365 Ha
charge: +1
energy relative to the best compared isomer or geometry (same formula, charge and spin): 22.524 eV
2S+1: 2

Geometry (Å):
Ir -0.133 0.585 1.093
Cl -1.904 0.576 2.792
C -2.828 -0.040 1.443
C -2.034 -0.140 0.317
C -2.667 -0.584 -0.837
Cl -1.694 -0.677 -2.305
C -4.021 -0.941 -0.839
Cl -4.894 -1.449 -2.267
C -4.761 -0.869 0.334
Cl -6.403 -1.347 0.379
C -4.159 -0.400 1.516
Cl -5.021 -0.268 2.972
O 2.722 3.076 1.473
C 2.267 2.090 1.993
O 0.950 1.891 2.128
C 3.087 1.007 2.611
C 4.365 1.320 3.072
C 5.147 0.370 3.698
C 4.657 -0.921 3.848
C 3.402 -1.256 3.377
C 2.599 -0.295 2.758
S 1.075 -0.991 2.172
H 4.716 2.334 2.934
H 6.129 0.629 4.069
H 5.261 -1.679 4.331
H 3.040 -2.271 3.483
S 1.616 0.768 -0.540
C 0.737 0.471 -1.921
N 0.704 1.011 -3.148
C -0.435 0.699 -4.114
C -1.880 0.650 -3.451
C -1.535 -2.110 -2.924
N -0.343 -0.321 -1.836
H 1.429 1.636 -3.473
H -0.193 -0.268 -4.551
H -0.429 1.502 -4.845
H -2.661 0.582 -4.209
H -2.027 1.667 -3.069
H -1.636 -3.042 -3.456
H -3.008 -1.033 -2.821
H 0.765 -1.962 -2.188

Results of the Löwdin charge analysis, in e, for atoms 1 through 4: number 1, Ir, carries 0.741; number 2, Cl, carries 0.786; number 3, C, carries -0.654; number 4, C, carries -0.258

---

Here is the molecule C17H12N2OS at a distorted geometry from OMol25. Energies are from the ωB97M-V functional and the def2-TZVPD basis.

E_LUMO: -0.379 eV
Kohn-Sham gap: 7.96 eV
HOMO energy: -0.306 Ha
energy relative to the best compared isomer or geometry (same formula, charge and spin): 0.115 eV
SMILES: N#Cc1ccc(-c2ccco2)nc1SCc1ccccc1

Geometry (Å):
N 4.907 -1.816 1.283
C 3.856 -1.379 1.429
C 2.565 -0.854 1.628
C 1.840 -1.142 2.784
C 0.577 -0.610 2.945
C 0.064 0.215 1.936
C -1.245 0.821 2.048
C -2.214 0.719 3.021
C -3.285 1.531 2.600
C -2.897 2.070 1.408
O -1.676 1.650 1.071
N 0.753 0.488 0.830
C 1.955 -0.022 0.664
S 2.825 0.376 -0.796
C 1.521 1.242 -1.754
C 0.559 0.265 -2.345
C -0.752 0.202 -1.891
C -1.632 -0.721 -2.427
C -1.211 -1.591 -3.419
C 0.096 -1.535 -3.873
C 0.977 -0.613 -3.338
H 2.277 -1.779 3.540
H -0.001 -0.819 3.828
H -2.170 0.138 3.919
H -4.212 1.693 3.111
H -3.391 2.743 0.735
H 1.032 1.933 -1.070
H 2.073 1.784 -2.522
H -1.075 0.876 -1.113
H -2.650 -0.764 -2.067
H -1.898 -2.312 -3.835
H 0.431 -2.212 -4.645
H 2.001 -0.576 -3.683

Results of the Löwdin charge analysis, in e, for atoms 1 through 4: number 1, N, carries 0.178; number 2, C, carries -0.233; number 3, C, carries -0.236; number 4, C, carries 0.004

---

Here is a structure of composition C17H13BrFeN7O2S at a distorted geometry from OMol25. Energies are from the ωB97M-V functional and the def2-TZVPD basis.

E_LUMO (alpha / beta): -0.226 / -2.747 eV
Kohn-Sham gap (alpha / beta): 7.88 / 5.37 eV
HOMO energy (alpha / beta): -0.298 / -0.298 Ha
2S+1: 6

Geometry (Å):
Fe -0.545 0.296 1.007
N 2.514 -1.875 3.507
C 1.844 -0.964 2.758
S 0.252 -0.551 3.268
N 2.492 -0.486 1.720
N 1.822 0.338 0.920
C 2.588 0.990 0.096
C 2.158 1.952 -0.853
C 3.138 2.646 -1.588
C 2.798 3.631 -2.477
C 1.436 3.947 -2.690
C 0.452 3.287 -2.019
C 0.766 2.275 -1.061
O -0.156 1.695 -0.431
H 2.138 -2.066 4.419
H 3.516 -1.919 3.396
H 3.663 0.816 0.161
H 4.178 2.387 -1.429
H 3.570 4.168 -3.011
H 1.174 4.724 -3.397
H -0.595 3.507 -2.183
N -3.905 0.371 -1.817
C -3.240 0.535 -0.654
O -2.258 -0.200 -0.389
C -3.709 1.552 0.251
C -2.867 1.685 1.341
N -1.976 1.580 2.079
C -4.840 2.338 -0.020
N -5.775 2.950 -0.314
H -3.547 -0.285 -2.487
H -4.651 0.992 -2.080
Br -2.802 -5.187 1.092
C -1.260 -4.181 0.674
C -0.101 -4.810 0.255
C 0.989 -4.019 -0.067
C 0.876 -2.643 0.054
N -0.234 -2.051 0.487
C -1.290 -2.802 0.786
H -0.057 -5.888 0.178
H 1.915 -4.459 -0.407
H 1.706 -1.996 -0.196
H -2.181 -2.285 1.121

Results of the Löwdin charge analysis, in e, for atoms 1 through 4: number 1, Fe, carries 0.701; number 2, N, carries 0.078; number 3, C, carries -0.879; number 4, S, carries 0.628